# 1
Molecular formula: C3H7N3O
Method: DFT, the ωB97M-V functional and the def2-TZVPD basis

Results
DFT total energy in Eh: -357.86091
Total charge: 0
Spin multiplicity: 1
Molar mass in g mol⁻¹: 101.11
Kohn-Sham gap (alpha / beta) in eV: 7.75 / 8.29
HOMO (alpha / beta) in eV: -8.5 / -8.7
ΔE to the lowest compared entry with this formula, charge and spin in kJ/mol: 496.11

The geometry in XYZ format:
```
14
Properties=species:S:1:pos:R:3:forces:R:3:nbo_charge:R:1
N -0.82142 -0.75386 1.00176 -0.2 0.2 -0.2 -0.2962
N -1.19462 -1.62625 0.05203 -0.5 0.1 0.4 -0.5248
C -0.30050 0.56142 0.55278 1.9 -1.5 0.3 -0.2205
C -0.90192 1.24617 -0.51910 -1.1 0.6 -0.8 -0.3226
H -0.17314 -1.18962 1.65152 -0.1 0.1 0.0 0.3736
H 0.09975 -1.48749 -0.71695 0.9 0.5 -0.1 0.4734
H -1.90783 -1.14955 -0.50852 0.2 0.0 -0.1 0.3252
H -0.00902 1.17663 1.39850 -0.1 -0.1 0.0 0.2495
H -0.76961 2.31382 -0.59621 0.0 0.0 0.0 0.2110
H -1.32488 0.72564 -1.36654 0.0 0.0 0.0 0.1861
N 2.13542 0.73823 0.24227 0.2 -0.1 -0.2 -0.7319
C 1.14154 0.05034 -0.11590 -1.0 0.9 1.1 0.6041
O 1.03396 -0.98899 -0.89476 -0.4 -0.6 -0.2 -0.6790
H 2.99226 0.38349 -0.18089 0.0 0.0 0.0 0.3520
```
Forces are in eV/Å.

# 2
Molecular formula: C6H5Cl3O
Method: DFT, the ωB97M-V functional and the def2-TZVPD basis

Results
DFT total energy in Eh: -1687.37184
Total charge: 0
Spin multiplicity: 1
Molar mass in g mol⁻¹: 199.46
Kohn-Sham gap (alpha / beta) in eV: 7.87 / 7.87
HOMO (alpha / beta) in eV: -8.9 / -8.9
SMILES string: O[C@@]1(Cl)C=CC=CC1(Cl)Cl
ΔE to the lowest compared entry with this formula, charge and spin in kJ/mol: 193.04

The geometry in XYZ format:
```
15
Properties=species:S:1:pos:R:3:forces:R:3:nbo_charge:R:1
O -0.05031 2.33578 0.32653 -1.3 1.5 -2.0 -0.6380
C -0.19791 1.01260 0.20462 -2.0 1.0 1.2 0.4343
Cl -2.15319 0.47836 0.99705 0.8 0.5 0.3 -0.3379
C -0.63023 0.51679 -1.07280 1.0 -0.1 -1.0 -0.2527
C -0.46968 -0.78227 -1.36951 -1.6 -0.2 -2.1 -0.1719
C 0.15015 -1.70122 -0.47344 0.8 -0.9 1.3 -0.2164
C 0.68905 -1.24578 0.68557 0.4 -2.4 -0.3 -0.1947
C 0.70763 0.18367 1.05447 1.5 -0.6 0.5 -0.0845
Cl 0.62180 0.23095 2.84898 -0.2 0.7 -0.8 0.0521
Cl 2.41324 0.71985 0.53594 -0.4 0.1 0.3 -0.0284
H -0.55581 2.86543 -0.45134 1.6 -2.0 2.7 0.5015
H -1.01827 1.37874 -1.63942 -0.3 -1.2 -0.4 0.2215
H -0.96998 -1.27421 -2.25312 0.8 1.1 0.7 0.2294
H 0.18840 -2.79282 -0.77919 0.1 1.6 0.7 0.2375
H 1.27511 -1.92588 1.38566 -1.0 1.0 -1.0 0.2483
```
Forces are in eV/Å.

# 3
Molecular formula: C10H10BrIN2O
Method: DFT, the ωB97M-V functional and the def2-TZVPD basis

Results
DFT total energy in Eh: -3443.34838
Total charge: 0
Spin multiplicity: 1
Molar mass in g mol⁻¹: 381.01
Kohn-Sham gap in eV: 8.29
HOMO in eV: -8.1
SMILES string: CC1=C(I)N(c2ccc(CBr)cc2)NO1
ΔE to the lowest compared entry with this formula, charge and spin in kJ/mol: 22.83

The geometry in XYZ format:
```
25
Properties=species:S:1:pos:R:3:forces:R:3:nbo_charge:R:1
C -3.49806 0.47646 2.35621 -0.7 -0.9 -0.3 -0.6544
C -2.56186 0.66463 1.20669 -0.5 0.6 -2.0 0.2336
C -2.46106 -0.07531 0.09245 1.4 0.3 -2.0 -0.1134
I -3.54360 -1.78955 -0.59340 0.8 1.2 0.6 0.1921
N -1.39638 0.63663 -0.88192 -3.3 -2.1 1.8 -0.3007
C -0.11233 0.06942 -0.93956 -0.2 0.2 0.6 0.1156
C 0.20812 -1.10316 -0.26979 -2.1 -1.1 1.4 -0.2129
C 1.48399 -1.48946 -0.12920 0.5 3.2 -3.0 -0.1845
C 2.42617 -0.70612 -0.80156 1.9 -1.6 0.7 -0.0640
C 3.86607 -1.01906 -0.54282 0.8 3.4 -2.8 -0.4395
Br 4.51693 -0.06578 0.97632 0.2 0.1 1.2 -0.0019
C 2.13846 0.33188 -1.62092 -2.0 1.1 0.7 -0.1872
C 0.82881 0.80584 -1.63258 -1.3 0.8 -0.9 -0.2392
N -1.47690 1.93911 -0.39015 -0.6 0.6 0.1 -0.1546
O -1.87433 1.84101 1.07804 0.7 -0.2 0.4 -0.3892
H -4.33806 1.23435 2.41742 1.1 -0.8 -0.3 0.2456
H -2.92034 0.49107 3.26495 0.1 0.2 0.5 0.2365
H -3.90681 -0.58016 2.25667 0.2 1.4 0.2 0.2381
H -0.51212 -1.72358 0.30665 0.0 0.9 -0.8 0.2311
H 1.78226 -2.33185 0.32477 0.9 -2.8 1.9 0.2103
H 4.53065 -0.51441 -1.34717 -1.2 -1.3 1.0 0.2243
H 4.06443 -2.02374 -0.49361 0.7 -2.3 0.5 0.2145
H 2.88788 0.90085 -2.06185 1.4 0.7 -0.9 0.2151
H 0.37495 1.73995 -2.15075 1.5 -1.7 0.5 0.2288
H -0.50687 2.29097 -0.42487 -0.4 0.0 0.8 0.3558
```
Forces are in eV/Å.

# 4
Molecular formula: C23H21BrCaN5O7S3
Method: DFT, the ωB97M-V functional and the def2-TZVPD basis

Results
DFT total energy in Eh: -6135.97030
Total charge: -1
Spin multiplicity: 1
Molar mass in g mol⁻¹: 695.63
Kohn-Sham gap in eV: 8.00
HOMO in eV: -5.6
ΔE to the lowest compared entry with this formula, charge and spin in kJ/mol: 49.80

The geometry in XYZ format:
```
61
Properties=species:S:1:pos:R:3:forces:R:3:nbo_charge:R:1
Ca 0.49615 -0.40740 0.97937 0.0 -0.2 -0.3 1.8067
C 2.41840 4.46770 -5.31157 0.0 0.0 -0.1 -0.6266
C 2.45724 3.68425 -4.03132 0.0 0.0 0.1 -0.0035
C 1.82993 2.44793 -3.93908 0.0 0.0 0.0 -0.2256
C 1.82840 1.72930 -2.75446 -0.1 -0.1 -0.1 -0.0872
C 2.46966 2.25250 -1.64816 0.3 0.2 0.1 -0.3757
C 3.10815 3.48417 -1.71578 0.0 0.0 0.0 -0.1688
C 3.09889 4.19263 -2.90369 0.0 0.0 -0.1 -0.2285
S 2.47291 1.39391 -0.10078 -0.1 0.0 -0.3 2.2913
O 2.22524 -0.02971 -0.45423 0.1 0.1 -0.1 -1.0879
O 3.79944 1.54084 0.48724 0.1 0.0 0.1 -1.0065
N 1.34326 1.94069 0.81463 -0.1 -0.2 -0.3 -1.0687
C 0.17869 2.61649 0.18184 0.2 0.2 -0.1 -0.3599
C -0.72757 1.79968 -0.79516 0.6 0.3 0.3 0.7603
O -1.16589 2.37537 -1.78441 -0.2 -0.1 0.1 -0.6912
O -0.91652 0.58673 -0.43906 -0.1 -0.2 0.1 -0.9053
H 2.61414 3.82857 -6.17392 0.0 0.0 0.0 0.2142
H 3.15973 5.26691 -5.31003 0.0 0.0 0.0 0.2080
H 1.43746 4.92342 -5.46035 0.0 0.0 0.0 0.2218
H 1.31694 2.04318 -4.80320 0.0 0.0 0.0 0.2097
H 1.31825 0.77785 -2.69022 0.0 0.0 0.0 0.2405
H 3.61740 3.86912 -0.84158 0.0 0.0 0.0 0.2312
H 3.59774 5.15285 -2.96324 0.0 0.0 0.0 0.2031
H 0.50469 3.51623 -0.34566 -0.1 0.0 0.0 0.1992
H -0.46320 2.92894 1.00947 0.0 0.1 0.0 0.2074
O 4.83330 -1.11826 0.24871 0.0 0.0 0.0 -0.6810
C 4.01748 -1.83194 1.03787 0.1 0.1 0.0 0.3904
C 3.59082 -1.36008 2.28687 -0.1 0.0 -0.1 -0.3766
C 2.76880 -2.16508 3.05000 0.0 0.1 0.1 0.0382
N 2.35278 -3.38011 2.67522 0.0 0.0 0.1 -0.4690
C 2.77733 -3.78878 1.50822 0.0 -0.3 -0.3 0.1934
Br 2.18258 -5.52665 0.95133 0.0 0.2 0.1 0.0213
C 3.59821 -3.09389 0.63240 0.0 0.1 0.1 -0.3559
H 4.65486 -0.16277 0.37958 0.0 0.0 0.0 0.5237
H 3.90264 -0.38534 2.63788 0.0 0.0 0.0 0.2411
H 2.42121 -1.81780 4.01667 0.0 0.0 0.0 0.2076
H 3.87978 -3.49043 -0.33009 0.0 0.0 0.0 0.2436
N -6.79393 0.50761 1.98437 -0.1 0.0 0.0 -0.7982
C -5.52904 -0.05567 2.14500 0.1 0.0 0.0 0.1832
C -4.39909 0.59005 1.63827 0.0 -0.1 0.0 -0.2598
C -3.14188 0.05102 1.82684 0.0 0.1 -0.1 -0.1729
C -2.98784 -1.13865 2.52530 -0.1 -0.1 0.0 -0.3251
C -4.10517 -1.78456 3.03520 0.0 0.0 0.1 -0.1641
C -5.36603 -1.24615 2.85318 0.0 0.0 0.0 -0.2884
S -1.38661 -1.86324 2.74395 -0.2 0.0 0.6 2.3083
O -1.55665 -2.88144 3.74712 0.1 0.1 -0.1 -0.9487
O -0.47143 -0.74959 3.08167 -0.2 -0.2 0.2 -1.0603
N -0.80621 -2.35674 1.37357 -0.4 0.1 -0.3 -1.0562
C -1.48374 -2.95441 0.34277 0.9 0.0 0.2 0.2194
S -3.05657 -3.66224 0.39901 -0.3 -0.1 0.0 0.3594
C -2.89921 -4.09820 -1.26079 0.1 0.0 -0.2 -0.4981
C -1.68404 -3.70159 -1.71308 -0.2 0.0 0.1 -0.0295
N -0.87902 -3.06046 -0.81284 -0.2 -0.1 -0.1 -0.4896
H -6.87703 1.12759 1.19416 0.0 0.0 0.0 0.3763
H -7.55345 -0.15361 2.01444 0.0 0.0 0.0 0.3718
H -4.50720 1.51258 1.08056 0.0 0.0 0.0 0.2142
H -2.28981 0.55405 1.39035 0.0 0.0 0.0 0.2492
H -3.97971 -2.70830 3.58331 0.0 0.0 0.0 0.2410
H -6.23212 -1.75306 3.26232 0.0 0.0 0.0 0.2036
H -3.68199 -4.59068 -1.81179 0.0 0.0 0.1 0.2287
H -1.33154 -3.84535 -2.72423 0.0 0.0 0.0 0.2010
```
Forces are in eV/Å.

> Which value of total charge does entry 1 give?

0